Below is a 7-piece molecular cluster, C32H58F6N10O2P overall at a distorted geometry, with properties calculated with ωB97M-V with the def2-TZVPD basis set.

```
109
Properties=species:S:1:pos:R:3:forces:R:3:mulliken_spin:R:1
C 0.371628 -3.075283 0.385578 0.5 -0.9 -0.4 0.00
C -0.108962 -3.194593 -1.040142 0.0 0.7 0.2 0.00
N -1.419642 -2.561713 -1.225032 -1.6 2.2 0.1 0.00
C -1.922782 -2.507113 -2.520232 -2.9 0.1 2.0 0.00
C -3.222952 -1.981203 -2.390962 2.4 -0.4 0.5 0.00
N -3.397212 -1.555333 -1.063032 4.3 -1.9 -1.5 0.00
C -2.253072 -1.866453 -0.334782 -0.2 -2.0 -3.6 0.00
C -4.481252 -0.795983 -0.658032 -3.2 1.1 1.7 0.00
H -0.175512 -3.834723 0.944128 -0.1 0.6 0.7 0.00
H 0.356998 -2.050263 0.755988 -0.4 -0.1 0.2 0.00
H 1.416988 -3.382173 0.419528 0.0 -0.1 -0.1 0.00
H -0.242172 -4.221993 -1.378962 0.3 0.0 0.2 0.00
H 0.544648 -2.670303 -1.737292 0.2 -0.2 0.0 0.00
H -1.417032 -3.009053 -3.331822 -0.2 0.1 0.0 0.00
H -3.994212 -1.936153 -3.145622 -0.1 0.3 0.2 0.00
H -2.046692 -1.808823 0.723748 -0.5 0.2 0.2 0.00
H -5.250582 -1.413753 -0.194812 0.3 -0.2 0.5 0.00
H -5.079912 -0.348723 -1.451552 0.8 0.1 -0.5 0.00
H -4.195302 -0.037933 0.071138 0.0 -0.1 -0.1 0.00
C 7.203008 1.004737 -4.462082 0.2 -0.4 1.1 0.00
C 6.746358 -0.195713 -3.628812 0.1 -0.1 -0.1 0.00
N 5.965388 0.221777 -2.451102 -0.3 0.4 1.7 0.00
C 4.621188 0.519537 -2.514282 0.5 1.4 4.0 0.00
C 4.335548 1.089567 -1.223212 -0.1 -0.9 -2.0 0.01
N 5.462038 1.117717 -0.429732 0.4 -2.8 -5.2 0.00
C 6.460428 0.505477 -1.208362 -1.8 1.6 0.0 0.00
C 5.560068 1.755247 0.832898 1.0 0.2 0.7 0.00
H 7.806508 0.612987 -5.280872 -0.1 0.3 -0.1 0.00
H 7.822038 1.604037 -3.794442 0.2 0.3 -0.4 0.00
H 6.352248 1.605587 -4.783462 0.1 -0.1 -0.3 0.00
H 7.561138 -0.778423 -3.199062 0.1 -0.1 -0.5 0.00
H 6.094738 -0.824313 -4.235732 0.1 -0.3 0.3 0.00
H 3.997068 0.299327 -3.367732 0.2 0.2 0.1 0.00
H 3.396778 1.436127 -0.816992 0.1 0.0 -0.1 0.00
H 7.489678 0.484837 -0.881832 0.0 -0.3 -0.3 0.00
H 5.584138 1.014147 1.631828 -0.3 0.2 0.1 0.00
H 4.736988 2.467227 0.894028 0.3 -0.1 0.4 0.00
H 6.537808 2.236307 0.806618 -0.2 0.5 0.5 0.00
C -3.132032 1.876627 4.007988 -0.3 1.1 0.1 0.00
C -3.429522 3.439587 3.846978 -0.7 -3.0 2.2 0.00
N -2.772702 3.917917 2.695208 -0.9 1.3 -2.2 0.00
C -1.409992 3.911507 2.577298 -0.3 0.8 -0.8 0.00
C -1.123912 4.378277 1.316758 -1.4 -0.4 -0.7 0.00
N -2.346162 4.546007 0.651648 -1.5 0.0 2.4 0.00
C -3.388352 4.353277 1.566318 3.8 -0.7 -0.5 0.00
C -2.507162 5.097437 -0.699962 -0.1 -0.2 0.7 0.00
H -2.137432 1.753187 4.436498 0.0 -0.2 0.1 0.00
H -3.199052 1.308047 3.080448 0.0 0.3 -0.2 0.00
H -3.871852 1.391127 4.644428 0.2 0.3 0.2 0.00
H -3.041472 3.927437 4.741138 -0.1 0.2 -0.1 0.00
H -4.514372 3.543577 3.827118 0.2 0.5 -0.4 0.00
H -0.860322 3.586547 3.448308 0.4 0.3 -0.3 0.00
H -0.267222 4.596497 0.696388 0.4 -0.2 0.6 0.00
H -4.446992 4.494227 1.405668 0.1 -0.1 0.0 0.00
H -1.789032 4.610957 -1.360052 0.1 0.4 0.1 0.00
H -2.376582 6.173417 -0.584542 0.0 -0.1 -0.7 0.00
H -3.503652 4.820217 -1.043862 0.0 0.4 0.0 0.00
C -0.480812 -0.880363 -5.750732 -0.3 0.9 -0.8 0.00
C -0.327712 0.561347 -5.158642 0.2 -0.8 -1.4 0.00
N -1.517072 0.955667 -4.431332 -3.7 1.0 1.2 0.00
C -1.608062 1.156167 -3.071572 -2.8 0.8 0.7 0.01
C -2.979142 1.484677 -2.743402 2.0 -0.3 -1.8 0.00
N -3.691752 1.501517 -3.950412 3.6 -1.1 0.1 0.00
C -2.789692 1.171217 -4.924892 -0.5 -0.3 0.6 0.00
C -5.149602 1.572787 -4.062962 -0.4 -0.5 -0.7 0.00
H 0.479768 -1.378873 -5.880592 -0.2 -0.2 0.6 0.00
H -0.869562 -0.847573 -6.768522 0.1 0.4 -0.2 0.00
H -1.275982 -1.450303 -5.270152 0.6 -0.2 0.6 0.00
H -0.203702 1.324867 -5.926602 0.1 -0.3 -0.2 0.00
H 0.566858 0.642947 -4.541242 -0.4 0.0 0.4 0.00
H -0.706502 1.100827 -2.479512 -0.3 0.0 0.2 0.00
H -3.561122 1.743447 -1.871202 0.7 -0.1 0.3 0.00
H -3.197552 0.982047 -5.906862 0.7 0.1 -0.3 0.00
H -5.572442 0.695557 -3.573292 0.0 0.4 0.6 0.00
H -5.481572 1.394297 -5.085722 0.4 0.4 -0.2 0.00
H -5.540432 2.534747 -3.731332 0.1 -0.2 0.2 0.00
C 4.099378 -2.138343 1.452858 0.5 0.5 1.6 0.00
C 3.777748 -1.634763 2.902058 -0.8 0.4 -1.9 0.00
N 2.481878 -2.189503 3.348328 -0.3 -0.2 0.6 0.00
C 1.313488 -1.498513 3.696348 -0.5 -1.4 0.6 0.00
C 0.485998 -2.399593 4.396018 2.2 1.3 -1.2 0.00
N 1.239078 -3.534933 4.479418 0.6 -2.1 -0.2 0.00
C 2.384978 -3.455703 3.788218 -1.0 1.4 0.8 0.00
C 0.901968 -4.713043 5.340708 -0.7 0.8 -0.3 0.00
H 4.177628 -3.225323 1.431588 -0.3 0.1 -0.4 0.00
H 5.075458 -1.735083 1.183148 0.1 -0.1 0.0 0.00
H 3.372498 -1.666703 0.791568 -0.1 -0.6 -0.2 0.00
H 3.596538 -0.570633 2.750718 0.1 0.1 0.6 0.00
H 4.545888 -1.789813 3.659708 -0.1 -0.2 -0.2 0.00
H 1.176118 -0.464513 3.416368 0.1 -0.2 0.1 0.00
H -0.496832 -2.341953 4.840028 0.0 0.2 -0.1 0.00
H 3.131858 -4.224703 3.657068 -0.1 0.0 0.3 0.00
H 1.720718 -5.429263 5.409808 0.0 0.3 -0.1 0.00
H 0.003488 -5.178353 4.935348 0.1 -0.1 0.1 0.00
H 0.677068 -4.249233 6.301128 0.0 -0.5 0.1 0.00
C -0.641362 0.936937 1.522458 0.0 0.6 0.3 -0.01
C 0.614928 1.392517 0.765328 0.9 -2.1 2.3 -0.03
O 1.729948 1.289847 1.348448 -2.0 0.8 -2.2 0.17
O 0.529008 1.745447 -0.479852 0.4 0.1 0.7 0.84
H -0.654912 1.573807 2.406938 -0.1 0.2 -0.1 0.01
H -0.586582 -0.040363 2.002018 0.6 -0.4 -0.5 0.01
H -1.632262 0.976287 1.070048 0.2 0.4 -0.4 0.00
P -3.753862 -2.180163 3.534998 -2.3 -2.6 1.7 0.00
F -4.224112 -0.746683 4.092228 -0.3 0.0 -1.1 0.00
F -2.298832 -1.536913 3.160818 0.4 0.6 -1.0 0.00
F -3.201642 -2.477333 5.042238 0.2 -0.2 -0.6 0.00
F -3.171942 -3.629583 3.042508 -0.1 0.8 -0.2 0.00
F -5.199492 -2.880213 3.889168 1.5 1.0 -0.3 0.00
F -4.365992 -1.899103 1.981958 1.3 0.5 1.0 0.00
```
Forces are in eV/Å.

Summary:
spin multiplicity: 2
total energy: -2891.491630 hartree
net charge: +4
orbital gap (alpha / beta): 0.34977 / 0.18610 Eh
E_LUMO (alpha / beta): -0.330 / -0.494 hartree
⟨S²⟩: 0.76